A cluster of 3 separate species, C16H23F3NO9 in total at a distorted geometry. Source: the OMol25 dataset; level of theory: wB97M-V/def2-TZVPD.

XYZ file:
```
52
Properties=species:S:1:pos:R:3
O -0.10839 -1.16972 2.77291
C -0.10810 0.10817 3.16029
O 1.17283 0.68880 3.59403
C -1.56666 0.88695 3.15125
C -2.32833 1.23726 4.58397
C -3.77390 2.04820 4.59514
N -4.39729 2.44829 3.27043
C -5.71838 3.24375 3.20983
O -5.72008 4.25928 2.14406
C -5.14379 5.53822 2.58740
F -3.90374 5.42542 3.38933
F -6.07156 6.42273 3.32961
F -4.75785 6.28784 1.33427
C -3.77830 2.14481 1.89209
C -2.34791 1.34993 1.77975
H 1.11070 1.70293 3.61961
H -1.88907 0.93515 5.63615
H -4.29719 2.32658 5.62311
H -6.04485 3.64303 4.26815
H -6.53711 2.42847 2.90951
H -4.30150 2.46947 0.86940
H -1.87616 1.15714 0.72624
C 2.89771 -1.38299 1.01625
C 1.99915 -2.60233 1.12862
O 1.77110 -3.18489 -0.15970
C 2.77310 -3.95873 -0.64197
O 3.82718 -4.20498 -0.07639
O 2.41455 -4.39499 -1.87434
C 3.42290 -5.15639 -2.53576
H 2.49306 -0.67218 0.28701
H 2.99517 -0.88201 1.98195
H 3.89837 -1.65791 0.66924
H 1.02298 -2.29930 1.51978
H 2.41127 -3.34262 1.82416
H 3.77615 -5.98046 -1.90718
H 4.25312 -4.50380 -2.82176
H 2.98751 -5.58128 -3.44400
C 3.16180 -0.66242 -2.21063
C 1.89282 -1.36308 -2.66406
O 1.11729 -0.50896 -3.51270
C 1.53546 -0.41878 -4.79816
O 2.49136 -1.00193 -5.28581
O 0.72302 0.45109 -5.44692
C 1.10606 0.70522 -6.79699
H 2.92508 0.30335 -1.75016
H 3.70660 -1.27453 -1.48843
H 3.82521 -0.45631 -3.05606
H 1.27394 -1.59412 -1.79151
H 2.11488 -2.31281 -3.16439
H 1.22428 -0.22674 -7.35952
H 2.03068 1.28972 -6.81678
H 0.31482 1.29248 -7.27033
```

## Properties
**HOMO energy**: -12.210 eV
**Total charge**: +1
**Maximum force**: 9.177 eV Å⁻¹

***

A cluster of 2 separate species, C4H10N2O2 in total at a distorted geometry. Source: the OMol25 dataset; level of theory: wB97M-V/def2-TZVPD.

XYZ file:
```
18
Properties=species:S:1:pos:R:3
O -2.07814 -0.89278 -1.94354
C -1.37512 -1.90702 -2.00025
N -0.18614 -1.88180 -2.53882
C 0.80546 -0.82473 -2.67132
H -1.64855 -2.95874 -1.74176
H 0.20234 -2.82814 -2.54680
H 0.65523 -0.06168 -1.88915
H 0.73747 -0.33565 -3.65762
H 1.81697 -1.24985 -2.55842
O 1.19758 3.14250 2.33220
C 0.14734 2.72772 1.90353
N -0.35138 1.47695 2.11565
C 0.33348 0.46043 2.90137
H -0.61920 3.26262 1.29199
H -1.27953 1.26338 1.74220
H -0.28021 -0.09042 3.63388
H 1.15762 0.96006 3.43781
H 0.76477 -0.26287 2.18903
```

## Properties
**HOMO energy**: -9.762 eV
**ΔE to the lowest compared entry with this formula, charge and spin**: 1.835 eV
**SMILES**: CNC=O.CNC=O
**Maximum force**: 4.126 eV Å⁻¹

***

A structure of composition C20H23As2IN2O2PdS at a distorted geometry. Source: the OMol25 dataset; level of theory: wB97M-V/def2-TZVPD.

XYZ file:
```
52
Properties=species:S:1:pos:R:3
Pd 0.15660 0.60864 -0.12089
O 3.31741 -1.01863 1.90181
C 2.81593 -0.52644 0.87130
O 1.86853 0.33363 0.93695
C 3.54687 -0.90966 -0.40417
C 4.87084 -1.39029 -0.33173
C 5.54391 -1.71227 -1.48154
C 4.90537 -1.69575 -2.74383
C 3.61371 -1.23063 -2.83057
C 2.92527 -0.77827 -1.66292
S 1.18874 -0.57804 -2.00611
H 5.41991 -1.46673 0.62703
H 6.58323 -2.06387 -1.42115
H 5.36900 -2.08285 -3.61957
H 3.07795 -1.11131 -3.76259
C -1.09275 -2.91279 -1.14522
As -0.68535 -1.70305 0.34555
C 0.10183 -2.99403 1.56664
C -2.55302 -1.50819 1.00037
C -3.37101 -2.61718 1.38539
C -4.62119 -2.39438 1.95462
C -5.12879 -1.07790 2.03431
C -4.36707 -0.02777 1.58143
C -3.07911 -0.20837 1.08982
As -1.95244 1.30222 0.56592
C -3.02689 1.97751 -1.00359
C -2.26617 2.79797 1.84415
H -0.15444 -3.14168 -1.69960
H -1.79662 -2.40763 -1.81408
H -1.55420 -3.82768 -0.76182
H -0.66070 -3.74650 1.85644
H 0.44718 -2.40553 2.40963
H 0.95257 -3.49172 1.11579
H -2.90256 -3.61797 1.25231
H -5.23968 -3.28074 2.27491
H -6.15345 -0.91881 2.33652
H -4.78770 0.96243 1.52767
H -3.10006 1.12528 -1.66477
H -2.46083 2.80349 -1.52106
H -4.01892 2.37772 -0.79779
H -2.99413 2.47057 2.55555
H -2.53018 3.70902 1.26595
H -1.33823 3.01217 2.39011
I 2.27730 6.09477 1.29962
C 1.88228 4.57992 -0.02164
C 1.68451 4.58752 -1.43137
N 1.38214 3.31599 -1.80005
N 1.38406 2.45553 -0.73034
C 1.67367 3.24182 0.34272
H 1.76225 5.38785 -2.16101
H 1.31044 2.91973 -2.71333
H 1.77401 2.78289 1.31822
```

## Properties
**Multiplicity**: 5
**HOMO energy (spin up / spin down)**: -12.569 / -14.168 eV
**ΔE to the lowest compared entry with this formula, charge and spin**: 0.000 eV
**⟨S²⟩**: 6.041
**Total charge**: +2
**Maximum force**: 3.813 eV Å⁻¹

***

A cluster of 4 separate species, C23H51N6O4 in total at a distorted geometry. Source: the OMol25 dataset; level of theory: wB97M-V/def2-TZVPD.

XYZ file:
```
84
Properties=species:S:1:pos:R:3
C 0.02863 2.13056 0.88611
C -1.36425 2.99231 0.87064
O -1.93370 3.23663 2.08354
N -2.06274 3.58471 -0.32600
C -2.04756 2.51729 -1.44058
C -1.34271 4.75797 -0.93607
C -0.54550 5.73805 0.09487
C 1.06670 5.46506 -0.12597
C 1.55960 6.50523 -1.30183
C 2.70030 5.86638 -2.32460
C 2.28378 4.75612 -3.45541
C 3.60166 4.31650 -4.38730
N 4.89407 5.00048 -4.04937
N 5.26139 5.89969 -3.10515
C 4.22630 6.41065 -2.17842
H 0.77162 2.72243 1.60381
H -0.15637 1.05877 1.37087
H 0.54911 2.04570 -0.15848
H -2.62920 1.54297 -1.15163
H -2.51120 3.05037 -2.40300
H -0.91720 2.28837 -1.74943
H -2.17682 5.42136 -1.47305
H -0.57930 4.45106 -1.79921
H -0.73248 6.85700 -0.27806
H -0.89758 5.71332 1.20845
H 1.29380 4.32895 -0.41705
H 1.58731 5.66801 0.90113
H 0.60397 6.69721 -1.99043
H 1.95517 7.49256 -0.79836
H 1.20454 4.31798 -3.60769
H 3.50703 3.53190 -5.28041
H 5.69198 4.70914 -4.69691
H 4.50182 7.20061 -1.34857
C 3.56120 -1.91297 -6.34223
C 2.49120 -1.02438 -6.97187
C 2.46573 0.41307 -6.40214
O 1.86892 0.52449 -5.10650
C 2.72813 0.16779 -4.03425
N 1.18267 -1.68194 -6.83594
H 3.28244 -2.27118 -5.34683
H 3.72881 -2.80196 -6.96102
H 4.51420 -1.38129 -6.25900
H 2.72587 -0.94751 -8.04062
H 1.84217 1.02633 -7.06530
H 3.46309 0.86784 -6.40954
H 3.76837 0.44333 -4.22767
H 2.64479 -0.90015 -3.82916
H 2.38899 0.69997 -3.14028
H 0.48796 -1.13493 -7.34650
H 0.89421 -1.58437 -5.85692
C -1.24377 -1.33022 4.24266
C -0.87950 -2.49621 3.32687
C 0.30746 -3.34227 3.84341
O 1.58960 -2.73319 3.66331
C 1.91880 -1.76212 4.64505
N -0.62553 -1.98003 1.97329
H -0.55272 -0.48714 4.15038
H -2.24058 -0.94872 3.99342
H -1.26054 -1.64446 5.29090
H -1.75510 -3.15544 3.28271
H 0.33915 -4.26976 3.25736
H 0.16465 -3.64259 4.88791
H 1.52418 -2.02004 5.63155
H 1.56166 -0.78013 4.33257
H 3.00969 -1.70751 4.71145
H -0.48318 -2.77116 1.34372
H 0.28985 -1.51855 1.99125
C -4.37984 -4.36202 5.11870
C -4.15458 -5.06624 3.78293
C -4.92405 -6.40093 3.64874
O -4.34983 -7.48975 4.37814
C -4.67055 -7.50102 5.76096
N -2.71017 -5.25319 3.57840
H -3.81331 -4.81538 5.93744
H -4.05879 -3.31598 5.05534
H -5.43950 -4.36859 5.39241
H -4.52682 -4.39496 2.99933
H -4.88930 -6.70427 2.59448
H -5.98434 -6.28256 3.90044
H -5.68138 -7.13210 5.95482
H -3.93537 -6.91995 6.31894
H -4.60549 -8.53513 6.11282
H -2.55936 -5.63040 2.64165
H -2.41234 -6.01547 4.19600
```

## Properties
**HOMO energy**: -10.353 eV
**ΔE to the lowest compared entry with this formula, charge and spin**: 11.771 eV
**Total charge**: +1
**Maximum force**: 8.714 eV Å⁻¹

***

The ion C6H11N2O with charge +1 at a distorted geometry. Source: the OMol25 dataset; level of theory: wB97M-V/def2-TZVPD.

XYZ file:
```
20
Properties=species:S:1:pos:R:3
C 3.51966 -0.36228 -0.10213
C -2.42854 -0.00338 -1.00460
C 2.34080 0.33151 -0.14341
C 1.05295 -0.28747 -0.16582
C -0.12331 0.35166 -0.28671
C -1.46948 -1.65458 0.48730
N -1.11073 2.14572 0.79378
N -1.48480 -0.47402 -0.26977
O -0.26146 1.70608 -0.26391
H 4.59278 0.03705 -0.35178
H 3.62426 -1.36995 0.01352
H -3.35560 -0.48999 -1.07518
H -2.29704 0.79064 -1.81408
H 2.35634 1.41457 -0.22967
H 1.10534 -1.31061 -0.02268
H -1.03399 -1.43835 1.39545
H -0.94069 -2.55602 0.00475
H -2.54409 -1.96843 0.70602
H -0.52700 1.99393 1.65858
H -1.01538 3.14392 0.67035
```

## Properties
**Multiplicity**: 3
**HOMO energy (spin up / spin down)**: -9.895 / -14.299 eV
**ΔE to the lowest compared entry with this formula, charge and spin**: 3.840 eV
**⟨S²⟩**: 2.023
**Total charge**: +1
**Maximum force**: 7.454 eV Å⁻¹

***

The molecule C6H10O. Source: the OMol25 dataset; level of theory: wB97M-V/def2-TZVPD.

XYZ file:
```
17
Properties=species:S:1:pos:R:3
C 1.84464 1.30074 -0.35603
C 0.78539 0.25659 -0.66815
C 0.57382 -0.85503 0.39796
C -0.90800 -0.49765 0.42075
C -2.07520 -1.35778 0.58527
O -1.67525 -0.44370 1.60328
C -0.69529 0.70030 -0.49782
H 1.66471 1.75031 0.62941
H 2.84715 0.85770 -0.34404
H 1.84059 2.10664 -1.09888
H 0.96368 -0.17046 -1.66088
H 0.82789 -1.87654 0.09629
H 1.05985 -0.63395 1.35465
H -3.00798 -1.10857 0.07794
H -1.93960 -2.41208 0.82918
H -0.80358 1.64942 0.03890
H -1.30282 0.73406 -1.40784
```

## Properties
**HOMO energy**: -10.016 eV
**ΔE to the lowest compared entry with this formula, charge and spin**: 1.375 eV
**SMILES**: C[C@H]1C[C@]2(CO2)C1
**Maximum force**: 0.301 eV Å⁻¹

***

A cluster of 2 separate species, C2HClF3O2S in total at a distorted geometry. Source: the OMol25 dataset; level of theory: wB97M-V/def2-TZVPD.

XYZ file:
```
10
Properties=species:S:1:pos:R:3
C 1.00416 -0.11647 -0.42435
C 1.55345 1.08864 -0.43061
O -2.91836 -0.84960 -1.54490
O -1.75511 -0.25841 0.46026
F 1.69403 -1.18359 -0.64254
F 0.92627 2.29388 -0.26840
F 2.73781 1.43469 -0.98897
S -2.54454 0.25824 -0.66268
Cl -4.51297 0.80937 0.23916
H -0.08935 -0.04928 0.01973
```

## Properties
**HOMO energy**: -5.047 eV
**ΔE to the lowest compared entry with this formula, charge and spin**: 0.593 eV
**Total charge**: -1
**Maximum force**: 5.235 eV Å⁻¹